40
Properties=species:S:1:pos:R:3:forces:R:3:lowdin_charge:R:1 method="wB97M-V/def2-TZVPD" multiplicity=1 orbital_gap_ev=8.6 charge=0
C -3.080 -1.817 -1.390 -0.21 1.93 -0.59 -0.04
C -1.846 -0.563 0.348 0.81 0.07 1.77 -0.15
C -3.539 -2.957 -1.903 -0.59 -1.86 -0.51 -0.07
C 3.998 1.459 0.335 3.01 0.36 -1.05 -0.31
H 1.913 1.043 -2.540 0.09 0.85 -0.73 0.02
H -2.308 -5.055 0.420 0.06 -0.67 0.71 0.10
H 1.133 4.494 -0.355 0.54 -0.09 0.57 0.05
H -1.056 -3.727 2.332 -0.01 -0.46 -0.33 0.11
H 2.537 2.340 2.632 -0.47 -0.86 -0.19 0.07
H -2.052 1.511 -0.022 -0.30 0.55 0.99 0.13
C -2.328 -1.765 -0.206 1.17 0.12 0.59 -0.12
O 0.093 2.111 -0.510 0.31 -0.82 0.09 -0.04
C -0.372 0.957 -1.001 0.04 -1.99 -0.66 -0.50
H 1.290 1.002 2.403 1.24 0.10 0.86 0.06
H -4.164 -2.989 -2.818 0.59 0.03 0.72 0.12
H 2.828 4.366 -0.715 0.86 0.22 -0.92 0.01
O 0.225 0.204 -1.756 -0.33 0.80 0.99 0.09
C 2.074 3.962 -0.094 -0.68 0.15 1.68 -0.14
C -2.554 -4.116 -0.009 0.91 -0.68 -1.02 -0.05
H 2.445 0.063 0.492 0.47 -0.06 0.18 0.12
C 2.386 1.255 2.389 -0.04 1.18 -1.62 -0.05
H -0.447 -1.493 3.259 -0.34 -0.72 -0.04 0.11
C 2.696 1.086 0.807 -1.08 -0.55 1.26 -0.33
C -0.999 -1.647 2.329 0.10 0.06 0.02 -0.09
H 3.483 1.417 -2.061 -0.32 0.54 0.02 0.03
C -1.289 -2.856 1.741 -0.09 0.26 -0.06 -0.01
H -3.548 -5.132 -1.561 0.05 0.68 0.14 0.11
C -3.223 -4.146 -1.188 -0.91 -0.80 -0.72 -0.07
C -1.719 0.612 -0.494 -1.50 2.47 -0.85 -0.09
H 3.076 0.734 3.105 -0.93 -0.14 -1.03 0.09
C -1.960 -2.945 0.463 -0.83 0.58 2.11 -0.14
H -3.353 -0.893 -1.907 0.20 -0.25 0.27 0.12
C -1.321 -0.475 1.654 -0.02 0.79 -2.33 -0.03
H -2.369 0.629 -1.352 -0.15 -0.51 -0.55 0.12
H 2.455 4.189 0.943 -0.89 -0.11 -0.82 0.05
H -0.999 0.534 1.997 -0.32 -0.93 -0.10 0.12
N 4.964 1.800 -0.234 -1.86 -0.65 1.67 0.17
C 2.493 1.902 -2.169 0.78 -1.45 -0.48 -0.14
H 2.660 2.743 -2.891 -0.67 -0.67 0.85 0.07
Si 1.776 2.161 -0.472 1.31 2.55 -0.89 0.51

44
Properties=species:S:1:pos:R:3:forces:R:3:lowdin_charge:R:1 method="wB97M-V/def2-TZVPD" multiplicity=1 smiles="COc1cc(NC(=O)CS(=O)(=O)c2ccccc2)cc(OC)c1OC" orbital_gap_ev=8.6 charge=0 relative_energy_kcal_mol=36.5
H -3.868 0.133 -1.770 0.00 -0.10 -0.03 0.08
H 2.830 -0.578 -0.052 -0.06 0.20 -0.02 0.12
C -0.720 -0.426 2.357 0.03 -0.04 0.02 -0.05
H 4.028 1.969 1.998 -0.08 0.02 0.01 0.11
H -1.032 3.305 -2.072 -0.01 -0.02 0.03 0.10
H -1.105 -4.458 -3.476 -0.04 0.06 0.02 0.09
H 0.265 1.955 -0.712 -0.04 0.06 0.01 0.09
C -3.676 -0.890 -2.097 -0.25 -0.03 0.18 -0.07
S 3.311 -0.290 2.509 0.35 0.17 0.17 0.71
C 1.574 0.036 2.811 0.59 -0.11 -0.08 -0.29
H -1.624 -2.859 -4.077 0.01 -0.09 0.07 0.10
O -2.494 -0.983 -2.867 0.58 0.25 -0.03 -0.12
C 0.089 0.961 -1.081 -0.15 0.35 0.02 0.05
H 1.613 -2.057 -1.247 0.12 -0.13 0.01 0.13
O -2.092 1.525 -1.955 0.11 -0.49 -0.16 -0.09
H -2.117 0.971 3.175 -0.09 0.02 0.01 0.11
H -0.387 2.360 4.248 -0.01 0.07 0.05 0.11
H 2.010 1.747 4.002 0.05 0.16 0.09 0.12
C 0.865 -1.290 -1.376 -0.02 0.07 0.02 0.05
H -4.480 -1.220 -2.754 -0.03 0.00 0.08 0.09
O 4.063 -0.200 3.727 -0.12 0.31 0.08 -0.30
C -1.422 -3.456 -3.186 -0.26 -0.23 -0.30 -0.06
C -0.316 -1.640 -2.034 0.01 0.22 0.09 -0.19
C 0.616 -0.765 2.222 0.00 -0.18 -0.05 -0.06
H 4.660 0.759 0.839 0.08 -0.15 0.02 0.12
H -3.627 -1.547 -1.220 0.01 0.00 -0.06 0.10
H -2.801 3.390 -1.875 0.09 0.00 0.05 0.10
N 2.260 0.248 -0.209 0.16 -0.27 -0.32 0.13
H -1.771 2.958 -0.485 0.02 0.00 -0.04 0.10
C 3.792 1.096 1.398 -0.48 -0.45 0.67 -0.10
C 1.065 -0.010 -0.895 -0.37 -0.09 -0.30 -0.22
C 2.577 1.339 0.531 0.07 0.21 -0.35 -0.53
C -1.318 -0.678 -2.203 -0.36 -0.07 -0.04 -0.14
H -1.478 -1.037 1.891 -0.06 -0.07 -0.05 0.11
C -1.075 0.702 3.079 -0.01 0.00 0.01 -0.06
O 1.957 2.381 0.563 0.07 0.12 0.03 0.08
H 0.925 -1.636 1.667 -0.02 -0.08 -0.12 0.11
H -2.332 -3.527 -2.584 0.04 0.02 -0.04 0.09
C 1.233 1.155 3.546 -0.01 0.10 0.14 -0.05
O -0.342 -2.935 -2.441 0.15 0.26 0.21 -0.06
C -1.897 2.866 -1.568 0.03 0.26 0.09 -0.07
O 3.434 -1.495 1.724 -0.22 -0.13 -0.18 -0.32
C -0.104 1.486 3.682 0.08 0.03 0.02 -0.06
C -1.089 0.631 -1.731 0.07 -0.22 -0.04 -0.19

46
Properties=species:S:1:pos:R:3:forces:R:3:lowdin_charge:R:1 method="wB97M-V/def2-TZVPD" s2=0.8277 multiplicity=2 orbital_gap_ev="7.2 / 7.1" charge=+2
H 3.039 -6.889 0.604 0.00 0.00 0.02 0.13
C 5.685 1.292 2.276 -0.08 -0.02 -0.03 0.00
H 3.425 -5.434 -1.352 0.00 0.00 0.01 0.13
Cl -2.580 -3.650 -1.406 -0.01 0.03 0.08 0.67
C 1.419 -1.914 0.687 -2.32 3.57 -0.45 -0.01
C 2.550 -3.719 -0.441 -0.16 0.28 0.08 0.00
H -0.331 1.559 5.135 -0.05 0.06 -0.07 0.06
C 2.948 -5.034 -0.467 0.08 -0.14 -0.02 -0.03
C 2.730 -5.853 0.640 -0.05 0.17 -0.03 0.00
C 1.712 -4.040 1.840 -0.09 0.36 -0.04 0.00
C -2.399 -2.104 -0.589 0.58 0.38 -0.48 -1.05
As -1.434 0.847 2.946 -0.41 0.25 0.53 1.10
C -0.438 0.625 4.587 -0.18 0.01 -0.24 -0.16
H -3.334 -0.642 3.520 0.02 0.00 0.01 0.06
H 1.956 -5.996 2.640 0.00 0.00 -0.01 0.13
H -3.704 1.035 4.004 0.07 0.02 0.02 0.06
C 5.191 0.668 1.139 0.02 0.03 0.08 0.01
H -0.268 2.814 1.869 0.08 -0.03 0.02 0.03
H -0.983 -0.093 5.197 0.02 0.00 0.01 0.05
O -2.126 -0.846 -2.631 0.53 0.26 0.14 0.15
O -0.569 -0.593 -1.036 0.78 0.76 0.03 -0.24
C 2.116 -5.352 1.787 0.06 -0.16 0.07 -0.03
H 3.388 0.035 0.128 -0.03 0.02 -0.01 0.12
H 0.535 0.217 4.323 0.01 0.04 -0.02 0.03
O -0.882 -0.386 1.895 0.92 -0.16 -0.95 -0.61
O 1.653 0.812 1.803 -0.42 0.13 -0.41 -0.31
H -1.615 3.341 2.903 -0.02 -0.04 0.03 0.06
H 1.227 -3.638 2.720 0.00 -0.04 0.01 0.13
N 2.982 0.933 1.940 0.28 -0.13 -0.09 -0.16
H -1.807 -2.253 0.307 -0.09 -0.05 0.07 0.02
C 1.914 -3.201 0.717 0.36 -0.82 -0.12 -0.29
H -1.957 2.651 1.302 0.00 -0.03 0.00 0.06
C 3.832 0.502 0.993 -0.05 -0.04 -0.09 -0.01
C -1.682 -1.105 -1.564 -1.54 -1.17 0.01 -0.67
H 6.748 1.440 2.402 0.00 0.00 0.02 0.13
Tc 0.516 -0.349 0.467 1.52 -3.29 1.71 1.53
C -1.293 2.607 2.164 0.01 -0.30 0.07 -0.17
Cl -3.942 -1.394 -0.123 -0.08 0.03 0.09 0.66
H 2.692 1.859 3.762 -0.10 -0.03 -0.09 0.14
H -3.838 0.541 2.296 0.09 0.02 -0.05 0.03
C -3.283 0.404 3.222 0.20 0.05 0.00 -0.17
C 3.436 1.538 3.049 0.00 0.09 0.21 0.02
H 2.701 -3.075 -1.298 -0.01 -0.04 -0.03 0.13
H 5.127 2.220 4.139 -0.05 0.00 0.02 0.13
H 5.849 0.319 0.356 -0.01 -0.01 -0.01 0.13
C 4.786 1.727 3.240 0.11 -0.03 -0.10 0.01

43
Properties=species:S:1:pos:R:3:forces:R:3:lowdin_charge:R:1 method="wB97M-V/def2-TZVPD" multiplicity=1 smiles=C#C[n+]1cc2cc(CCCC)c(B(O)N(C)C)cc2c(Cl)c1Br orbital_gap_ev=7.2 charge=+1
C 5.700 -0.798 -0.599 -0.52 -0.69 0.93 -0.14
C -0.722 -0.171 -1.290 1.99 -0.47 -0.11 0.03
C 2.127 0.002 -0.828 0.24 0.62 0.50 -0.10
O -2.877 0.699 -2.378 0.77 -0.05 1.79 0.13
H -2.340 2.067 3.230 0.47 -0.47 0.01 0.07
H -2.072 2.001 -0.096 0.78 -0.25 -0.04 0.11
Cl 1.974 -3.590 -2.819 0.23 1.02 0.59 0.73
B -2.305 -0.272 -1.521 -1.17 0.29 -1.33 -0.52
N -3.191 -1.275 -0.948 1.46 0.25 1.68 -0.08
H -3.534 1.168 -1.836 -0.30 -0.10 -0.78 0.10
H 1.667 1.943 0.153 -0.11 -0.66 -0.35 0.13
C 2.517 -2.178 -1.953 0.72 1.02 0.76 -0.56
H 0.167 0.749 2.030 -0.22 0.66 -0.05 0.09
N 4.335 -0.906 -0.933 0.98 0.92 0.06 -0.06
H -1.968 -3.021 -1.014 -0.19 0.38 0.51 0.09
Br 5.122 -3.383 -2.177 -0.57 1.22 0.56 0.84
H -3.210 -3.003 0.273 0.65 0.39 -0.38 0.10
H -4.796 0.045 -0.406 0.53 -0.27 0.46 0.10
H 3.940 0.980 -0.008 -0.03 -0.81 -0.40 0.17
H -1.704 -2.018 0.480 -0.47 -0.21 -0.39 0.10
C -0.976 2.188 -0.103 0.14 0.50 -0.21 -0.13
H -1.777 0.310 3.128 -0.31 0.87 0.17 0.06
H 0.336 3.438 1.178 -0.59 -0.34 0.00 0.10
H -0.253 -2.076 -2.279 0.32 0.64 0.40 0.11
C -0.137 0.998 -0.603 0.84 -0.35 0.06 -0.12
C -0.546 2.773 1.292 -0.29 -0.75 0.05 -0.19
H -1.408 3.384 1.650 0.83 -0.17 -0.31 0.11
H 0.527 2.145 3.066 -0.49 -0.36 -0.56 0.10
C 0.155 -1.199 -1.745 -0.02 0.81 0.51 0.03
C 1.258 1.065 -0.375 -1.39 -0.82 -0.74 0.04
H -3.484 -0.221 0.882 -0.72 -0.10 -0.31 0.09
H -1.118 1.374 4.384 -0.55 0.09 -0.69 0.07
C -0.257 1.704 2.401 -0.07 0.74 0.86 -0.25
C 6.709 -0.881 0.053 0.06 0.16 -0.08 0.20
C 1.576 -1.146 -1.522 -0.03 -0.07 -0.19 -0.12
C -1.488 1.368 3.332 0.97 -0.73 -0.05 -0.10
H -0.824 3.009 -0.851 -0.28 -0.62 0.44 0.14
H -4.752 -1.468 0.530 0.55 0.49 -0.40 0.10
H 7.622 -0.942 0.649 -0.68 0.13 -0.71 0.08
C -2.460 -2.373 -0.261 -0.36 -0.64 -0.09 -0.09
C 3.883 -2.013 -1.634 -1.24 -1.45 -0.98 -0.58
C 3.523 0.107 -0.538 -1.52 -0.88 -0.77 0.09
C -4.106 -0.681 0.077 -0.43 0.04 -0.43 -0.06

53
Properties=species:S:1:pos:R:3:forces:R:3:lowdin_charge:R:1 method="wB97M-V/def2-TZVPD" multiplicity=1 orbital_gap_ev=5.7 charge=+1 relative_energy_kcal_mol=9.4
Y -0.029 0.574 -0.712 -0.21 0.44 1.52 1.43
H -2.233 3.276 -1.270 -0.02 0.03 0.00 0.05
C -2.938 2.457 -1.214 -0.01 -0.03 -0.02 -0.14
C 2.630 1.257 0.899 0.02 0.04 0.05 -0.43
C -2.660 -1.059 -0.600 0.36 0.12 -0.07 -0.39
C 0.717 -1.569 1.604 0.04 -0.09 0.03 -0.09
C 1.132 -2.128 0.244 -0.02 0.03 -0.08 -0.41
C -5.174 1.618 -1.284 -0.01 -0.08 0.01 -0.01
N 0.166 2.094 -2.607 0.30 -0.11 -0.01 -0.56
N 1.215 -3.439 0.093 -0.03 0.05 0.12 -0.11
O 0.738 -0.144 1.564 0.03 0.05 -0.20 -0.20
H 0.580 -5.303 0.743 0.01 0.00 0.00 0.10
C -3.474 -2.154 -0.524 -0.41 -0.12 0.08 -0.59
S 0.269 4.852 -2.169 -0.03 0.06 0.00 0.13
H 5.484 2.430 0.194 0.00 0.00 -0.03 0.10
H 1.365 -1.942 2.400 -0.02 0.02 0.03 0.14
H 1.808 -3.217 -1.894 0.00 -0.01 0.00 0.09
H -4.670 3.678 -1.570 -0.02 -0.01 0.00 0.12
O 2.156 1.267 -0.245 0.09 -0.07 -0.06 -0.13
H 3.972 2.567 -0.740 0.03 0.00 -0.02 0.08
Br -2.729 -3.852 -0.166 0.08 0.03 0.00 0.80
H -5.473 -2.955 -0.605 -0.03 0.01 -0.01 0.10
O -1.347 -1.092 -0.471 -0.29 -0.21 0.13 -0.25
S -0.179 3.170 0.649 0.13 -0.03 -0.11 0.02
N -2.427 1.268 -0.971 -0.07 -0.16 -0.02 0.02
H 4.182 1.022 3.100 -0.02 0.00 0.00 0.09
Br -7.333 -0.758 -1.120 -0.09 0.00 -0.01 0.81
C -3.278 0.203 -0.868 0.06 -0.03 -0.04 -0.14
H -0.310 -1.868 1.813 -0.01 0.02 -0.01 0.14
H 0.130 -3.996 1.817 0.00 0.00 0.02 0.08
C -4.668 0.327 -1.026 -0.21 -0.04 -0.01 -0.18
S 1.116 4.397 -0.362 -0.13 -0.18 0.12 -0.06
N 3.745 1.906 1.224 -0.08 -0.03 -0.04 -0.11
O 1.370 -1.314 -0.667 -0.07 -0.15 -0.11 -0.05
C -4.315 2.676 -1.376 0.09 0.06 -0.01 -0.02
O 0.503 0.920 -2.850 0.33 0.29 -1.25 -0.21
H 3.698 2.734 3.171 -0.01 0.00 0.00 0.11
H 2.401 -4.689 -1.095 0.00 0.00 0.01 0.10
C 0.928 -4.370 1.180 -0.01 -0.01 -0.07 -0.02
H 4.362 3.776 0.495 0.00 0.00 0.01 0.10
H 1.660 1.184 2.813 -0.02 0.02 -0.02 0.15
C 1.931 0.488 2.018 -0.01 -0.02 0.05 -0.09
C -4.877 -2.057 -0.682 0.20 -0.06 0.03 -0.16
H 1.819 -4.575 1.775 0.00 0.00 0.01 0.10
H 5.289 2.266 2.559 -0.01 0.01 0.00 0.10
H 0.696 -4.568 -1.586 0.00 0.00 -0.01 0.10
C 4.240 1.983 2.593 0.06 0.02 -0.01 -0.01
H -6.240 1.751 -1.407 0.00 0.03 0.00 0.09
C 4.435 2.721 0.228 -0.02 0.00 0.05 -0.01
H 2.612 -0.258 2.432 0.00 0.00 0.00 0.14
C -5.461 -0.853 -0.922 0.14 0.13 0.00 -0.63
S 0.915 3.311 -3.402 -0.11 0.04 -0.04 0.69
C 1.553 -4.013 -1.204 -0.01 -0.01 -0.01 0.00

47
Properties=species:S:1:pos:R:3:forces:R:3:lowdin_charge:R:1 method="wB97M-V/def2-TZVPD" multiplicity=1 smiles="O=C(NCC[C@@H](F)Cn1cc(C2(C3CC3)CC2)nn1)c1ncnc(O)c1Br" orbital_gap_ev=9.1 charge=0 relative_energy_kcal_mol=8.0
C 1.356 2.286 -3.202 -0.01 0.00 0.05 -0.49
H 0.775 -1.255 -5.388 0.00 0.02 0.01 0.08
N 2.060 -1.802 -1.100 -0.02 -0.05 0.12 -0.14
H 2.244 -4.521 -5.299 0.01 0.00 0.00 0.11
C 1.558 -5.151 -4.748 -0.01 0.02 0.00 -0.10
C -0.244 0.973 0.789 0.01 -0.02 0.04 -0.15
N 0.119 1.541 -0.497 0.02 0.11 -0.03 0.05
N -0.501 1.076 -4.008 -0.19 0.14 -0.01 0.14
C 1.689 2.536 -4.541 0.01 0.00 -0.02 -0.44
H -0.709 1.009 -6.043 0.00 0.00 -0.01 0.12
O 2.785 3.244 -4.822 0.05 0.03 -0.03 0.05
O -1.168 0.116 -1.659 0.15 -0.14 0.00 0.08
C -0.326 0.990 -1.646 -0.29 0.20 0.00 -0.44
H 0.059 -0.860 1.908 0.03 0.02 0.02 0.13
Br 2.558 2.976 -1.917 0.00 -0.01 0.01 0.88
H -1.330 0.916 0.868 0.01 -0.01 -0.02 0.12
H 2.115 -2.561 0.820 0.00 0.02 0.02 0.14
H 0.120 1.654 1.558 -0.01 -0.02 0.01 0.13
H 0.845 -3.550 -1.110 0.00 0.00 0.01 0.13
H 0.080 -4.907 -3.135 -0.01 0.00 0.00 0.14
C 2.469 -1.679 0.287 0.00 -0.05 -0.03 -0.06
C -0.107 1.382 -5.222 0.00 -0.01 -0.03 -0.18
C 0.158 -5.271 -5.288 -0.01 -0.03 0.00 -0.11
C 1.248 -2.721 -1.662 0.03 0.02 -0.07 0.01
H -0.040 -1.048 0.162 0.00 0.01 0.00 0.10
H -0.357 -6.212 -5.156 0.00 0.00 0.00 0.10
C 0.217 1.528 -2.976 0.24 -0.27 0.01 -0.19
C 0.419 -4.453 -4.061 -0.01 0.02 0.03 -0.25
H 0.235 -2.748 -6.275 0.00 -0.01 0.00 0.09
C 1.124 -2.318 -2.970 -0.01 -0.12 0.01 -0.20
H 2.847 3.284 -5.787 0.00 0.00 0.02 0.13
N 2.414 -0.877 -1.987 0.01 0.06 -0.01 0.06
C 0.364 -0.418 0.957 -0.02 -0.06 -0.01 -0.11
C 0.239 -2.192 -5.349 0.02 0.02 -0.01 -0.08
F 2.415 -0.265 2.166 0.01 0.01 0.04 -0.02
C -0.958 -2.287 -4.446 0.01 0.00 -0.06 -0.05
H -1.258 -1.403 -3.900 0.03 0.00 0.02 0.08
C 1.878 -0.409 0.884 -0.03 0.00 -0.06 -0.32
H 2.235 0.435 0.290 0.01 0.00 0.02 0.12
N 1.860 -1.189 -3.121 -0.02 0.06 -0.03 0.09
H 3.556 -1.645 0.345 0.00 0.01 0.00 0.13
C 0.343 -2.953 -4.061 -0.02 -0.01 0.03 -0.36
H 0.830 2.248 -0.532 0.02 0.03 0.01 0.01
H -0.070 -4.767 -6.215 -0.01 0.01 -0.01 0.09
N 0.967 2.096 -5.549 -0.03 -0.02 -0.02 0.16
H -1.757 -2.951 -4.754 0.00 0.00 0.01 0.11
H 2.006 -6.013 -4.275 0.00 -0.01 0.00 0.09

Copy entry 1 word for word.
40
Properties=species:S:1:pos:R:3:forces:R:3:lowdin_charge:R:1 method="wB97M-V/def2-TZVPD" multiplicity=1 orbital_gap_ev=8.6 charge=0
C -3.080 -1.817 -1.390 -0.21 1.93 -0.59 -0.04
C -1.846 -0.563 0.348 0.81 0.07 1.77 -0.15
C -3.539 -2.957 -1.903 -0.59 -1.86 -0.51 -0.07
C 3.998 1.459 0.335 3.01 0.36 -1.05 -0.31
H 1.913 1.043 -2.540 0.09 0.85 -0.73 0.02
H -2.308 -5.055 0.420 0.06 -0.67 0.71 0.10
H 1.133 4.494 -0.355 0.54 -0.09 0.57 0.05
H -1.056 -3.727 2.332 -0.01 -0.46 -0.33 0.11
H 2.537 2.340 2.632 -0.47 -0.86 -0.19 0.07
H -2.052 1.511 -0.022 -0.30 0.55 0.99 0.13
C -2.328 -1.765 -0.206 1.17 0.12 0.59 -0.12
O 0.093 2.111 -0.510 0.31 -0.82 0.09 -0.04
C -0.372 0.957 -1.001 0.04 -1.99 -0.66 -0.50
H 1.290 1.002 2.403 1.24 0.10 0.86 0.06
H -4.164 -2.989 -2.818 0.59 0.03 0.72 0.12
H 2.828 4.366 -0.715 0.86 0.22 -0.92 0.01
O 0.225 0.204 -1.756 -0.33 0.80 0.99 0.09
C 2.074 3.962 -0.094 -0.68 0.15 1.68 -0.14
C -2.554 -4.116 -0.009 0.91 -0.68 -1.02 -0.05
H 2.445 0.063 0.492 0.47 -0.06 0.18 0.12
C 2.386 1.255 2.389 -0.04 1.18 -1.62 -0.05
H -0.447 -1.493 3.259 -0.34 -0.72 -0.04 0.11
C 2.696 1.086 0.807 -1.08 -0.55 1.26 -0.33
C -0.999 -1.647 2.329 0.10 0.06 0.02 -0.09
H 3.483 1.417 -2.061 -0.32 0.54 0.02 0.03
C -1.289 -2.856 1.741 -0.09 0.26 -0.06 -0.01
H -3.548 -5.132 -1.561 0.05 0.68 0.14 0.11
C -3.223 -4.146 -1.188 -0.91 -0.80 -0.72 -0.07
C -1.719 0.612 -0.494 -1.50 2.47 -0.85 -0.09
H 3.076 0.734 3.105 -0.93 -0.14 -1.03 0.09
C -1.960 -2.945 0.463 -0.83 0.58 2.11 -0.14
H -3.353 -0.893 -1.907 0.20 -0.25 0.27 0.12
C -1.321 -0.475 1.654 -0.02 0.79 -2.33 -0.03
H -2.369 0.629 -1.352 -0.15 -0.51 -0.55 0.12
H 2.455 4.189 0.943 -0.89 -0.11 -0.82 0.05
H -0.999 0.534 1.997 -0.32 -0.93 -0.10 0.12
N 4.964 1.800 -0.234 -1.86 -0.65 1.67 0.17
C 2.493 1.902 -2.169 0.78 -1.45 -0.48 -0.14
H 2.660 2.743 -2.891 -0.67 -0.67 0.85 0.07
Si 1.776 2.161 -0.472 1.31 2.55 -0.89 0.51